Entry from the OMol25 dataset: 9 unconnected molecules or ions with the total composition C20H53F3N4O26P4 at a distorted geometry (wB97M-V/def2-TZVPD).

Each atom is followed by the atoms it is bonded to, with distances in Å.
Cartesian coordinates (Å):
1 C 14.736 -35.564 -34.031  C2 1.524, H10 1.090, H11 1.090, H12 1.090
2 C 14.934 -35.014 -32.623  C1 1.524, O3 1.364, H13 1.090, H14 1.090
3 O 14.285 -35.693 -31.633  C2 1.364, C4 1.353
4 C 14.782 -36.864 -31.172  O3 1.353, O5 1.237, C6 1.559
5 O 15.753 -37.517 -31.571  C4 1.237
6 C 13.908 -37.412 -30.002  C4 1.559, F7 1.369, F8 1.321, F9 1.380
7 F 12.943 -36.562 -29.534  C6 1.369
8 F 13.353 -38.558 -30.354  C6 1.321
9 F 14.749 -37.603 -28.925  C6 1.380
10 H 15.094 -36.594 -34.046  C1 1.090
11 H 15.235 -35.064 -34.861  C1 1.090
12 H 13.679 -35.600 -34.296  C1 1.090
13 H 14.549 -33.999 -32.723  C2 1.090
14 H 15.985 -34.836 -32.395  C2 1.090
15 C 7.187 -33.213 -34.035  O16 1.447, H23 1.090, H24 1.090, H25 1.090
16 O 7.897 -33.458 -35.272  C15 1.447, P17 1.584
17 P 8.144 -34.976 -35.650  O16 1.584, O18 1.489, O19 1.641, O21 1.666
18 O 8.580 -35.869 -34.541  P17 1.489
19 O 6.906 -35.509 -36.586  P17 1.641, C20 1.363
20 C 6.379 -34.845 -37.653  O19 1.363, H26 1.090, H27 1.090, H28 1.090
21 O 9.368 -34.769 -36.761  P17 1.666, C22 1.396
22 C 10.175 -35.818 -37.204  O21 1.396, H29 1.090, H30 1.090, H31 1.090
23 H 7.446 -32.238 -33.622  C15 1.090
24 H 7.370 -33.799 -33.135  C15 1.090
25 H 6.108 -33.325 -34.140  C15 1.090
26 H 6.511 -33.764 -37.626  C20 1.090
27 H 5.293 -34.922 -37.607  C20 1.090
28 H 6.784 -35.234 -38.587  C20 1.090
29 H 9.829 -35.741 -38.235  C22 1.090
30 H 9.921 -36.864 -37.032  C22 1.090
31 H 11.213 -35.505 -37.092  C22 1.090
32 C 17.247 -31.878 -36.398  O33 1.379, H40 1.090, H41 1.090, H42 1.090
33 O 16.097 -31.989 -35.644  C32 1.379, P34 1.618
34 P 15.711 -31.010 -34.415  O33 1.618, O35 1.453, O36 1.644, O38 1.651
35 O 16.792 -30.492 -33.594  P34 1.453
36 O 14.721 -29.842 -35.014  P34 1.644, C37 1.439
37 C 15.384 -28.892 -35.868  O36 1.439, H43 1.090, H44 1.090, H45 1.090
38 O 14.586 -31.946 -33.652  P34 1.651, C39 1.424
39 C 14.202 -31.538 -32.344  O38 1.424, H46 1.090, H47 1.090, H48 1.090
40 H 18.103 -31.491 -35.845  C32 1.090
41 H 17.186 -31.073 -37.130  C32 1.090
42 H 17.589 -32.818 -36.830  C32 1.090
43 H 15.002 -28.942 -36.888  C37 1.090
44 H 16.465 -29.024 -35.898  C37 1.090
45 H 15.136 -27.939 -35.401  C37 1.090
46 H 14.876 -30.802 -31.904  C39 1.090
47 H 14.037 -32.354 -31.640  C39 1.090
48 H 13.173 -31.178 -32.337  C39 1.090
49 C 9.846 -41.324 -32.523  O50 1.378, H57 1.090, H58 1.090, H59 1.090
50 O 10.953 -40.507 -32.461  C49 1.378, P51 1.629
51 P 11.592 -39.931 -33.844  O50 1.629, O52 1.490, O53 1.606, O55 1.621
52 O 10.665 -39.906 -35.010  P51 1.490
53 O 12.173 -38.506 -33.382  P51 1.606, C54 1.405
54 C 11.429 -37.317 -33.330  O53 1.405, H60 1.090, H61 1.090, H62 1.090
55 O 12.984 -40.693 -34.179  P51 1.621, C56 1.424
56 C 13.903 -41.010 -33.138  O55 1.424, H63 1.090, H64 1.090, H65 1.090
57 H 9.997 -42.134 -31.809  C49 1.090
58 H 9.689 -41.707 -33.531  C49 1.090
59 H 8.939 -40.806 -32.213  C49 1.090
60 H 11.871 -36.511 -32.743  C54 1.090
61 H 10.456 -37.506 -32.875  C54 1.090
62 H 11.085 -36.906 -34.279  C54 1.090
63 H 13.593 -40.683 -32.146  C56 1.090
64 H 14.864 -40.506 -33.248  C56 1.090
65 H 14.159 -42.069 -33.115  C56 1.090
66 C 8.686 -43.044 -28.292  O67 1.446, H74 1.090, H75 1.090, H76 1.090
67 O 10.069 -42.868 -28.674  C66 1.446, P68 1.606
68 P 10.880 -41.527 -28.325  O67 1.606, O69 1.469, O70 1.614, O72 1.619
69 O 11.135 -41.153 -26.928  P68 1.469
70 O 12.160 -41.709 -29.291  P68 1.614, C71 1.368
71 C 13.368 -41.236 -28.858  O70 1.368, H77 1.090, H78 1.090, H79 1.090
72 O 9.866 -40.516 -29.081  P68 1.619, C73 1.440
73 C 10.235 -39.147 -29.334  O72 1.440, H80 1.090, H81 1.090, H82 1.090
74 H 8.077 -43.014 -29.195  C66 1.090
75 H 8.374 -42.155 -27.743  C66 1.090
76 H 8.483 -43.923 -27.680  C66 1.090
77 H 13.230 -40.676 -27.933  C71 1.090
78 H 13.802 -40.636 -29.658  C71 1.090
79 H 13.996 -42.109 -28.681  C71 1.090
80 H 9.470 -38.412 -29.084  C73 1.090
81 H 10.408 -38.947 -30.391  C73 1.090
82 H 11.165 -38.829 -28.864  C73 1.090
83 C 6.739 -38.439 -32.964  N84 1.446, H87 1.090, H88 1.090, H89 1.090
84 N 6.992 -37.371 -32.022  C83 1.446, O85 1.203, O86 1.194
85 O 6.093 -36.593 -31.840  N84 1.203
86 O 8.069 -37.412 -31.508  N84 1.194
87 H 7.706 -38.796 -33.316  C83 1.090
88 H 6.328 -37.974 -33.860  C83 1.090
89 H 6.192 -39.279 -32.536  C83 1.090
90 C 9.807 -35.076 -30.814  N91 1.501, H94 1.090, H95 1.090, H96 1.090
91 N 10.677 -34.077 -31.521  C90 1.501, O92 1.264, O93 1.244
92 O 10.069 -33.013 -31.830  N91 1.264
93 O 11.856 -34.385 -31.775  N91 1.244
94 H 8.791 -34.848 -31.137  C90 1.090
95 H 9.743 -34.975 -29.731  C90 1.090
96 H 10.019 -36.126 -31.017  C90 1.090
97 C 9.955 -29.311 -32.176  N98 1.544, H101 1.090, H102 1.090, H103 1.090
98 N 10.342 -29.852 -33.570  C97 1.544, O99 1.207, O100 1.230
99 O 9.651 -30.740 -34.004  N98 1.207
100 O 11.442 -29.450 -33.945  N98 1.230
101 H 9.882 -30.179 -31.521  C97 1.090
102 H 9.024 -28.793 -32.404  C97 1.090
103 H 10.553 -28.463 -31.840  C97 1.090
104 C 11.344 -32.987 -35.087  N105 1.448, H108 1.090, H109 1.090, H110 1.090
105 N 12.428 -33.044 -36.045  C104 1.448, O106 1.227, O107 1.222
106 O 12.465 -32.499 -37.144  N105 1.227
107 O 13.447 -33.587 -35.642  N105 1.222
108 H 10.413 -32.772 -35.611  C104 1.090
109 H 11.663 -32.066 -34.597  C104 1.090
110 H 11.347 -33.892 -34.480  C104 1.090

Orbital gap in eV: 9.56
Charge: 0
E_HOMO in eV: -10.114
2S+1: 1
SMILES string: CCOC(=O)C(F)(F)F.COP(=O)(OC)OC.COP(=O)(OC)OC.COP(=O)(OC)OC.COP(=O)(OC)OC.C[N+](=O)[O-].C[N+](=O)[O-].C[N+](=O)[O-].C[N+](=O)[O-]
Molar mass in g mol⁻¹: 946.536